ORCA calculation (ωB97M-V/def2-TZVPD) on 6 unconnected molecules or ions with the total composition C18H18F6O18 at a distorted geometry.

Structure (XYZ):
```
60
Properties=species:S:1:pos:R:3:forces:R:3
O 4.552 -4.190 2.659 0.7253 5.7379 -1.1144
C 4.543 -2.962 2.368 0.2222 -3.6646 0.2484
O 3.441 -2.236 2.258 -1.1746 0.6141 -0.6030
C 3.698 -1.041 1.456 -0.3374 -0.5466 -0.0348
C 5.141 -0.809 1.761 -0.2663 -0.5250 0.8880
F 5.199 -0.069 2.939 0.5742 -0.2672 -0.7353
O 5.605 -2.121 1.992 0.1731 -1.0790 0.6117
H 3.573 -1.246 0.393 -0.1966 -0.3375 0.0522
H 3.012 -0.238 1.725 0.2348 -0.1694 0.2825
H 5.755 -0.387 0.965 0.0017 0.2641 0.3717
O -0.924 1.528 -4.805 5.6136 1.1270 1.1184
C 0.208 1.881 -4.381 -3.9736 -0.3999 0.6831
O 1.381 1.202 -4.231 -2.1960 -0.8063 -1.6879
C 2.311 2.014 -3.583 2.0523 -0.9901 0.0848
C 1.456 2.982 -2.836 0.7083 0.3035 -0.0260
F 2.107 4.174 -2.752 -0.3671 0.1207 0.1462
O 0.351 3.073 -3.672 -1.0921 -0.2426 -1.0128
H 3.008 1.358 -3.061 -0.5902 -0.0111 0.7939
H 3.001 2.449 -4.305 -0.5132 0.8233 -0.2462
H 1.095 2.682 -1.853 0.3682 0.0651 0.1921
O -4.330 -0.690 0.047 -1.3620 3.4824 2.0386
C -4.804 0.305 0.642 1.5665 -5.4828 -3.3528
O -5.719 1.070 0.130 -1.5777 1.4755 -1.5542
C -5.994 2.167 0.986 -0.3466 -0.0576 0.2785
C -5.251 1.796 2.225 1.1821 1.2944 -0.7565
F -6.028 1.561 3.260 -0.7244 -0.7248 1.2617
O -4.493 0.660 1.853 0.7868 0.9717 2.5085
H -5.553 3.113 0.670 -0.3243 -0.1871 -0.8499
H -7.050 2.283 1.229 -0.0434 -0.1445 -0.4873
H -4.629 2.672 2.412 0.6511 -0.5278 0.9327
O -2.159 -4.280 -4.594 1.3162 0.6193 0.3646
C -1.225 -3.527 -4.446 -3.9541 -1.8348 -0.4355
O -1.237 -2.397 -3.832 -5.6225 2.0348 3.6940
C -0.256 -1.565 -4.251 -0.1650 2.7786 0.4081
C 0.722 -2.581 -4.368 3.4395 -1.1128 -2.5613
F 1.187 -2.972 -3.179 0.4082 -0.4369 1.2416
O -0.051 -3.612 -4.936 4.3425 -2.3676 -2.2363
H -0.567 -1.107 -5.190 0.4177 0.3163 -0.0323
H -0.026 -0.840 -3.470 -0.1069 0.0500 -0.2457
H 1.583 -2.396 -5.011 -0.0965 -0.0988 -0.1411
O 1.577 -1.287 7.062 -0.9022 2.7518 -5.0818
C 1.173 -0.790 5.979 1.7808 -3.5489 2.1891
O -0.058 -0.467 5.744 -2.3404 1.2409 1.6577
C -0.385 -0.081 4.426 0.4340 -0.9310 0.0307
C 0.997 -0.259 3.748 -2.6943 -0.7879 -0.9161
F 1.411 0.937 3.294 0.9347 1.1200 -0.2097
O 1.789 -0.813 4.681 1.6618 -0.1319 2.6438
H -1.132 -0.792 4.071 0.1548 -0.0931 -0.1530
H -0.853 0.903 4.390 0.5486 0.1917 0.1259
H 0.895 -0.943 2.905 0.4420 0.1111 -0.1629
O 1.611 -0.213 -1.027 -2.6482 1.1784 0.7480
C 0.534 0.141 -0.561 0.8540 -0.9829 -0.5833
O -0.572 0.537 -1.215 0.9897 -0.2878 -1.9823
C -1.569 1.065 -0.360 -0.0811 -0.1330 -0.6855
C -1.131 0.517 0.996 1.1168 2.5854 -1.1369
F -1.784 -0.516 1.410 -1.1902 -2.2332 0.6318
O 0.235 0.126 0.743 -0.1823 0.4935 1.4137
H -1.561 2.140 -0.541 0.3287 0.2542 0.8694
H -2.567 0.777 -0.690 0.2234 -0.7606 0.1124
H -1.247 1.313 1.731 0.8152 -0.1009 0.4010
```
Forces are in eV/Å.

The LUMO energy comes out at -0.59 eV. The calculation puts the HOMO energy at -10.74 eV. The calculation puts the energy above the lowest of the compared OMol25 structures with the same formula, charge and spin at 93.6 kcal/mol. Its spin multiplicity is 1. The net charge is 0. Its SMILES is O=C1OC[C@@H](F)O1.O=C1OC[C@@H](F)O1.O=C1OC[C@@H](F)O1.O=C1OC[C@@H](F)O1.O=C1OC[C@@H](F)O1.O=C1OC[C@@H](F)O1. For the HOMO-LUMO gap, the calculation gives 0.3727 Eh.

Here are the Mulliken charges for atoms 1 to 5, given in e: -0.57, 0.65, -0.28, -0.05, 0.27

***

ORCA calculation (ωB97M-V/def2-TZVPD) on a molecular structure, C18H18FeN4.

Structure (XYZ):
```
41
Properties=species:S:1:pos:R:3:forces:R:3
Fe -0.710 -0.581 -0.388 0.5169 0.0722 0.2147
C 1.576 0.600 0.739 0.0800 0.0378 0.0379
N 1.100 -0.766 0.315 -0.3450 -0.0047 -0.1268
C 1.929 -1.326 -0.802 0.0121 -0.0801 -0.0779
C 1.414 -0.813 -2.120 -0.1286 0.0169 0.0444
C 2.164 -0.727 -3.269 0.0182 -0.0250 0.0210
C 1.528 -0.371 -4.457 -0.0168 0.0078 -0.0236
C 0.163 -0.106 -4.464 0.0185 -0.0103 0.0024
C -0.531 -0.189 -3.278 0.0554 0.0171 -0.0287
N 0.082 -0.538 -2.127 0.0062 -0.0771 0.0356
C 1.007 -1.712 1.474 -0.0423 -0.0924 0.0308
C -0.323 -1.542 2.160 -0.0623 0.0420 -0.1191
C -0.571 -1.874 3.470 0.0284 -0.0212 -0.0004
C -1.881 -1.804 3.942 -0.0290 0.0024 0.0081
C -2.905 -1.399 3.093 0.0151 -0.0126 0.0139
C -2.592 -1.058 1.796 0.0214 0.0052 0.0536
N -1.325 -1.130 1.337 0.0416 -0.0655 -0.0366
C 0.536 1.656 0.499 -0.0134 -0.0292 -0.0089
C 0.698 2.996 0.795 0.0448 -0.0685 0.0053
C -0.344 3.872 0.524 -0.0154 0.0280 0.0007
C -1.530 3.398 -0.036 -0.0104 -0.0268 -0.0102
C -1.638 2.057 -0.310 0.0494 0.0843 0.0322
N -0.613 1.220 -0.040 -0.2470 0.1099 -0.0798
H 2.486 0.846 0.191 -0.0047 0.0048 -0.0121
H 1.839 0.573 1.797 -0.0115 -0.0011 0.0050
H 1.813 -2.412 -0.790 0.0293 -0.0022 -0.0078
H 2.987 -1.115 -0.643 -0.0061 0.0489 -0.0179
H 3.222 -0.950 -3.248 0.0009 0.0057 -0.0124
H 2.100 -0.304 -5.375 -0.0003 0.0027 -0.0001
H -0.355 0.164 -5.373 0.0016 -0.0016 -0.0012
H -1.593 0.023 -3.230 -0.0036 -0.0058 0.0118
H 1.856 -1.587 2.147 -0.0200 0.0447 0.0221
H 1.058 -2.729 1.080 0.0170 -0.0073 0.0217
H 0.236 -2.202 4.113 -0.0088 0.0016 0.0106
H -2.099 -2.069 4.969 -0.0003 0.0025 0.0005
H -3.930 -1.343 3.432 0.0004 -0.0020 0.0012
H -3.353 -0.721 1.102 0.0061 -0.0027 -0.0117
H 1.625 3.347 1.230 -0.0038 0.0097 0.0003
H -0.235 4.926 0.749 0.0001 0.0003 -0.0005
H -2.356 4.061 -0.256 0.0029 0.0039 0.0021
H -2.535 1.629 -0.746 0.0030 -0.0124 -0.0003
```
Forces are in eV/Å.

The LUMO energy (alpha / beta) comes out at -12.35 / -12.35 eV. The calculation puts the HOMO energy (alpha / beta) at -19.83 / -19.83 eV. Its spin multiplicity is 2. The net charge is +3. For the HOMO-LUMO gap (alpha / beta), the calculation gives 0.2751 / 0.2749 Eh.

Here are the Mulliken charges for atoms 1 to 5, given in e: -0.22, -1.00, 0.32, -1.01, 0.98

***

ORCA calculation (ωB97M-V/def2-TZVPD) on a molecular structure, C18H18GaNO4 at a distorted geometry.

Structure (XYZ):
```
42
Properties=species:S:1:pos:R:3:forces:R:3
C -1.760 2.636 -1.885 2.9854 0.6427 -2.2840
C -0.853 3.552 -1.350 -1.5367 -0.7155 -1.2187
C 0.455 3.024 -1.474 0.9002 -2.0538 -0.7446
H -1.093 4.542 -0.976 0.0929 -0.1382 -0.2279
C 0.394 1.755 -2.076 1.1927 1.4917 0.6025
C -1.009 1.388 -2.250 -0.9006 0.5533 0.2456
H -1.388 0.741 -3.047 0.3130 0.4632 -0.2560
H -2.723 2.848 -2.321 0.1454 -0.2304 0.4136
H 1.364 3.552 -1.184 -0.2305 -0.2865 -0.0785
H 1.236 1.153 -2.422 -0.2896 0.1480 0.4099
C -1.673 0.960 2.655 -0.4628 0.0336 -0.3288
C -2.419 1.971 2.060 1.1056 -0.3219 1.4082
C -3.219 1.440 0.955 -0.5598 -1.4006 -0.3816
H -2.545 2.972 2.434 0.1865 -0.2871 0.2366
C -2.663 -0.023 0.798 -0.4046 0.6944 -1.8114
C -1.859 -0.256 1.969 0.2052 -0.2516 1.4141
H -1.463 -1.230 2.257 -0.0158 0.4454 -0.1605
H -1.061 1.096 3.547 -0.1796 -0.1068 -0.2878
H -4.299 1.500 1.168 0.1282 -0.3726 0.1566
H -3.353 -0.746 0.352 0.0029 -0.0171 0.6967
Ga -1.190 0.154 -0.634 2.5537 0.0289 1.2386
O 0.521 -0.679 0.144 -5.1274 1.5274 -0.1701
C 1.799 -0.137 0.211 0.4846 -0.9156 -0.6863
C 2.378 -1.187 -0.627 2.2536 -0.0050 -1.1134
H 1.925 0.843 -0.255 -0.0588 0.0734 0.4749
H 2.175 -0.210 1.235 -0.0225 0.5220 0.1308
H 2.656 -0.941 -1.654 -0.1440 -0.0663 0.1525
H 3.513 -3.096 -2.087 0.0245 -0.1528 0.3270
C 3.282 -3.425 -1.070 -0.2074 0.0747 0.3473
C 2.620 -2.498 -0.201 0.1707 -0.9461 0.2174
C 2.241 -2.965 1.099 0.2075 0.2204 -0.2963
H 1.658 -2.289 1.729 0.2442 -0.3471 -0.1077
C 2.602 -4.232 1.530 0.0679 0.0197 -0.2154
H 2.334 -4.554 2.539 0.0662 0.0475 -0.3079
C 3.309 -5.099 0.681 -0.0059 0.0967 -0.0658
H 3.606 -6.087 1.035 -0.1076 0.2659 -0.1181
C 3.628 -4.694 -0.628 -0.1367 0.1630 0.1595
H 4.156 -5.377 -1.298 -0.1710 0.1960 0.2262
O -4.049 3.967 -1.097 0.9773 -0.5204 1.5874
N -3.343 3.521 -0.223 -0.5145 0.2984 0.6114
O -2.800 4.072 0.720 -1.4133 -0.5674 -2.3943
O -3.092 2.039 -0.360 -1.8190 1.6965 2.1982
```
Forces are in eV/Å.

The LUMO energy (alpha / beta) comes out at -0.88 / -0.55 eV. The calculation puts the HOMO energy (alpha / beta) at -6.37 / -7.17 eV. The calculation puts the energy above the lowest of the compared OMol25 structures with the same formula, charge and spin at 11.2 kcal/mol. Its spin multiplicity is 1. The net charge is 0. For the HOMO-LUMO gap (alpha / beta), the calculation gives 0.2016 / 0.2431 Eh.

Here are the Mulliken charges for atoms 1 to 5, given in e: -0.49, -0.49, -0.50, 0.48, -1.15

***

no.,calculated total energy (a.u.)
1,-2650.1830
2,-2178.4230
3,-2976.8086